[1]
Density functional theory data (ωB97M-V/def2-TZVPD) for the molecule C2H2O3S in a non-equilibrium geometry.

```
8
Properties=species:S:1:pos:R:3:forces:R:3:mulliken_charge:R:1
S -2.574 0.092 0.043 3.7 -1.9 -1.5 0.885
O -0.304 2.182 0.332 2.2 -1.4 -0.1 -0.389
O -3.326 -1.059 0.366 -1.6 -0.6 0.6 -0.468
O -3.100 1.295 -0.469 -0.6 1.1 0.2 -0.435
C -0.977 -0.297 -0.324 1.5 2.0 2.4 -0.466
C 0.195 1.116 0.130 -6.5 -1.0 -1.2 0.232
H -0.604 -1.296 0.121 -1.0 1.6 -0.7 0.292
H 1.099 0.595 0.115 2.2 0.2 0.3 0.349
```
Positions in Å, forces in eV/Å.

Properties
SMILES string: O=CC=S(=O)=O
E_HOMO (alpha / beta): -9.805 / -9.805 eV
ΔE to the lowest compared entry with this formula, charge and spin: 4.945 eV
LUMO (alpha / beta): -1.09 / -1.09 eV

[2]
Density functional theory data (ωB97M-V/def2-TZVPD) for a structure of composition C15H30BCl15F3NNbO5S in a non-equilibrium geometry.

```
72
Properties=species:S:1:pos:R:3:forces:R:3:mulliken_charge:R:1
Nb 0.431 1.697 -1.471 0.7 -2.8 3.3 -1.274
Cl -3.875 2.767 -2.796 -0.2 0.2 0.0 -0.021
Cl -6.466 -4.580 -1.277 -0.1 0.0 0.0 -0.154
Cl 7.417 -4.267 0.152 0.0 0.0 0.0 -0.153
Cl -6.026 1.924 -1.044 0.0 0.0 0.0 -0.139
Cl 5.175 -4.121 -1.691 0.0 0.0 0.0 -0.134
Cl -2.089 -2.596 3.265 -0.2 -0.3 0.0 -0.089
Cl 4.725 -3.860 1.164 0.0 0.0 0.0 -0.110
Cl -3.666 -4.064 -1.782 -0.2 0.2 -0.5 -0.085
Cl -2.311 -4.069 0.776 0.1 0.0 0.5 -0.037
Cl -4.608 4.411 -0.527 0.0 0.0 0.0 -0.120
Cl 3.714 -1.334 4.504 0.0 0.0 0.0 -0.086
Cl 2.709 0.603 6.417 0.0 0.0 0.0 -0.125
Cl 1.550 -2.055 6.296 0.0 0.0 0.0 -0.096
Cl 0.194 -4.069 2.223 0.1 0.0 0.1 -0.107
Cl -5.571 -1.828 -1.493 0.0 -0.3 0.1 -0.100
S -1.851 -0.947 -4.071 -1.8 0.9 0.0 1.217
F 5.849 0.990 -2.045 1.3 0.1 -1.3 -0.321
F 5.323 1.584 -0.100 0.7 1.1 2.1 -0.282
F 4.848 -0.368 -0.791 0.0 -2.1 0.9 -0.250
O -0.940 0.212 -4.609 0.1 0.1 0.4 -0.381
O 2.092 4.542 -1.075 0.3 -0.1 0.4 -0.496
O 0.054 4.967 -2.107 0.1 0.4 -0.7 -0.471
O -3.009 -1.012 -4.880 -1.9 0.7 -1.2 -0.721
O -1.140 -2.143 -4.056 2.5 -2.2 0.5 -0.621
N -0.862 0.107 5.027 0.5 -0.4 0.1 -0.522
C -1.562 -4.023 2.366 0.1 0.0 -0.1 -0.221
C 2.508 1.414 -0.596 -0.4 0.3 -0.9 -1.001
C -0.581 2.153 0.503 0.7 0.7 -0.8 -1.184
C -5.199 3.311 -1.770 0.2 -0.1 0.0 -0.096
C -0.919 0.913 2.643 1.5 -0.7 -0.3 -0.148
C -2.437 -0.510 -2.462 0.8 0.1 0.7 0.936
C 3.021 -1.108 6.111 -0.1 0.0 -0.1 -0.071
C -1.513 -0.951 -1.339 1.0 -0.4 -0.8 0.239
C 5.837 -3.538 -0.167 -0.1 0.0 0.0 0.378
C 4.899 0.905 -1.119 -1.0 0.6 -1.7 0.835
C -0.217 0.077 3.711 -0.9 0.5 0.6 -0.731
C 3.596 1.364 -1.652 -0.8 -0.1 0.6 -0.960
C -5.307 -3.491 -2.050 -0.1 0.1 0.0 -0.020
C 0.119 1.571 1.736 -1.5 0.1 -0.2 -0.072
C -0.030 -0.557 -1.481 -1.3 1.4 -0.4 -1.758
B 0.905 4.018 -1.587 -0.2 0.0 -0.8 0.434
H -1.874 -4.900 2.915 0.0 0.0 0.1 0.403
H 1.162 1.590 -3.152 -0.2 0.9 -0.3 0.011
H -1.923 -0.651 -0.395 -0.3 0.5 0.6 0.389
H -0.225 -0.945 3.393 0.4 -0.5 -0.2 0.109
H -0.715 3.213 0.619 -0.3 0.6 0.3 0.429
H -1.430 0.208 2.011 -0.9 -0.2 -0.3 0.051
H -2.731 0.528 -2.394 0.2 0.2 -0.3 -0.490
H -5.913 3.844 -2.381 -0.1 0.0 0.0 0.374
H -0.445 4.524 -2.802 -0.5 0.0 0.4 0.246
H -1.296 1.041 -4.237 0.5 0.3 0.1 0.326
H -1.168 2.074 -2.316 0.0 0.4 -0.7 0.169
H -1.826 -0.171 4.939 -0.3 0.2 0.1 0.236
H 3.740 -1.452 6.839 0.0 0.0 0.0 0.349
H -5.482 -3.501 -3.117 0.0 0.0 0.0 0.356
H 0.385 -0.980 -2.374 0.3 -0.6 -0.5 0.806
H 2.697 4.713 -1.803 0.1 0.3 0.0 0.246
H 5.968 -2.468 -0.245 0.0 0.0 0.0 0.023
H 3.682 2.311 -2.135 0.4 0.8 -0.3 0.358
H -1.571 -2.027 -1.345 -0.1 -0.7 0.1 0.118
H 2.498 0.468 -0.074 -0.3 -0.6 0.3 0.721
H 0.492 -0.964 -0.629 0.5 -0.1 0.5 0.573
H -1.580 1.745 0.446 -0.6 -0.3 -0.4 0.603
H 3.311 0.662 -2.411 0.0 -0.4 -0.5 0.316
H -0.813 1.039 5.405 -0.2 0.2 0.1 0.252
H 2.690 2.173 0.148 0.1 0.5 0.2 0.658
H 0.809 0.380 3.833 0.5 0.2 0.1 0.290
H -1.591 1.630 3.072 -0.5 0.4 0.2 0.350
H 0.824 0.791 1.508 0.8 -0.1 -0.1 0.116
H -3.326 -1.097 -2.372 -0.6 -0.3 -0.3 -0.662
H 0.544 2.381 2.297 0.9 0.3 0.2 0.395
```
Positions in Å, forces in eV/Å.

Properties
E_HOMO: -4.394 eV
Net charge: -1
LUMO: 1.98 eV

[3]
Density functional theory data (ωB97M-V/def2-TZVPD) for a cluster of 2 separate species, C16H27F3N3O3S2 in total in a non-equilibrium geometry.

```
54
Properties=species:S:1:pos:R:3:forces:R:3:mulliken_charge:R:1
S 0.354 -1.030 4.556 0.7 0.0 0.2 1.230
S -1.235 4.302 1.239 -0.1 0.3 0.3 -0.289
F -3.670 0.862 -4.025 0.1 0.4 0.0 -0.351
F -0.511 2.192 -4.882 -0.2 -0.1 0.1 -0.365
F 0.846 -0.629 0.681 0.2 -0.1 -0.5 -0.428
O -0.528 -0.271 5.386 -0.3 -0.1 -0.1 -0.676
O -0.155 -2.013 3.645 -0.3 0.1 -0.1 -0.592
O 1.477 -1.689 5.459 0.0 0.2 -0.2 -0.265
N 0.092 0.860 -0.915 -0.1 -0.2 1.8 0.278
N 0.499 1.646 -2.863 0.0 0.4 -0.4 0.204
N 0.949 2.764 0.502 -1.1 -0.3 -0.2 -0.673
C 1.065 -2.514 6.572 -0.3 -0.6 0.5 -0.381
C -2.926 0.182 -3.086 -0.1 -1.0 -0.2 -0.378
C 0.901 2.607 -1.947 0.4 1.2 0.3 0.406
C 1.386 0.703 -5.017 -0.2 -0.3 0.1 -1.325
C 0.651 2.120 -0.724 0.5 -0.2 -0.6 0.389
C 0.560 -3.872 6.128 -0.1 0.1 -0.3 -0.970
C 1.402 0.065 3.660 0.2 0.1 0.1 -0.603
C 0.005 0.582 -2.212 -0.1 -0.3 -0.1 0.398
C -1.527 -0.793 0.198 0.5 -1.2 0.2 -0.373
C 1.545 3.949 -2.159 0.3 -0.7 -0.2 -1.793
C -0.252 0.073 0.279 -1.3 0.2 0.7 0.533
C -1.141 -2.293 0.341 0.0 0.5 -0.8 -1.169
C -0.502 -0.681 -2.829 0.0 0.0 -1.1 -0.557
C -1.718 -0.474 -3.767 -0.2 0.1 0.3 -0.599
C 0.675 1.859 -4.302 1.1 -0.4 -0.5 0.443
C -0.007 3.473 0.849 0.4 -0.3 0.1 0.605
H -1.984 -2.936 0.083 0.0 0.1 0.4 0.426
H -2.093 -0.620 -0.715 0.1 0.1 0.0 -0.136
H -0.691 -1.473 -2.112 0.1 0.3 0.2 -0.110
H 2.186 4.119 -1.290 -0.1 0.1 -0.1 0.454
H 1.818 0.801 4.342 0.0 0.0 0.0 0.416
H 2.212 3.905 -3.022 -0.2 0.4 0.0 0.506
H -0.752 -2.475 1.341 -0.2 -0.2 -0.1 0.231
H 1.868 0.023 -4.311 0.1 0.2 0.0 0.412
H 0.697 0.106 -5.618 0.0 0.2 0.0 0.315
H 0.300 -1.051 -3.475 0.0 -0.1 0.2 0.413
H 1.949 -2.639 7.194 0.1 0.2 -0.2 0.273
H 0.786 0.551 2.910 0.0 0.0 0.0 -0.053
H 0.365 -4.505 6.994 0.1 0.1 0.0 0.389
H -2.042 -1.448 -4.141 0.2 0.0 0.0 0.565
H -1.439 0.112 -4.643 -0.1 0.1 0.2 0.313
H -3.584 -0.616 -2.722 0.1 0.2 0.3 0.330
H -0.366 -3.785 5.559 0.0 0.0 0.0 0.289
H 1.334 2.720 -4.400 -0.3 0.1 0.3 0.378
H -0.424 0.805 1.071 0.1 0.2 -0.3 0.202
H -2.662 0.833 -2.246 0.0 0.3 -0.3 0.210
H 2.187 -0.513 3.180 0.0 0.0 0.0 0.329
H -2.192 -0.567 1.034 0.2 0.3 -0.1 0.551
H 1.291 -4.363 5.485 0.0 0.0 0.1 0.264
H 0.319 -1.989 7.171 0.0 0.1 -0.2 0.338
H 0.829 4.770 -2.217 0.0 -0.1 -0.3 0.290
H 2.166 1.100 -5.666 -0.2 0.0 0.0 0.398
H -0.353 -2.537 -0.379 0.0 -0.1 0.2 0.310
```
Positions in Å, forces in eV/Å.

Properties
E_HOMO: -12.913 eV
Net charge: +1
LUMO: -3.16 eV

[4]
Density functional theory data (ωB97M-V/def2-TZVPD) for a structure of composition C20H30N3O5PPt in a non-equilibrium geometry.

```
60
Properties=species:S:1:pos:R:3:forces:R:3:mulliken_charge:R:1
Pt 1.075 -0.825 -0.362 -1.7 1.5 -1.2 0.521
P -0.299 0.169 1.191 -3.5 3.3 3.5 0.784
O 3.240 0.938 0.881 -3.0 -2.4 -1.9 -0.287
O 0.267 0.083 2.701 -0.1 -0.5 -2.7 -0.040
O -1.771 -0.442 1.320 1.6 0.3 -0.5 -0.365
O -0.538 1.726 0.875 0.7 -1.7 -0.2 0.120
O 0.148 -3.460 0.859 1.4 4.2 -2.1 -0.272
N 1.453 2.045 -1.296 -0.3 0.7 -0.3 -0.422
N 2.513 -1.924 -1.405 1.7 -1.1 -1.8 -0.433
N -1.631 -2.083 -1.241 -0.8 -0.2 -0.3 -0.290
C 0.536 -2.464 0.400 -1.6 -7.0 4.1 0.249
C -1.734 -1.705 3.494 0.0 -0.1 0.2 -1.057
C 0.157 1.064 4.910 -0.2 0.0 0.2 -1.344
C -1.107 2.794 1.742 -0.2 0.2 0.5 0.046
C 1.192 -1.678 -3.970 0.3 -1.0 -0.2 -0.293
C -4.059 -3.022 -1.110 -0.4 -0.1 0.2 -1.116
C -2.719 -2.484 -1.157 1.2 0.3 -0.4 0.495
C 4.755 -3.177 -1.796 0.3 -0.2 -0.2 -1.061
C 0.877 1.085 3.593 0.5 0.7 0.1 0.005
C 1.255 3.180 -1.149 0.4 -1.0 -0.5 0.590
C 2.460 0.238 0.393 5.3 3.3 3.8 0.257
C -0.199 -1.602 -3.850 -0.5 -1.2 0.0 -0.242
C 1.327 0.733 -3.886 0.9 1.2 0.1 -0.306
C 1.956 -0.509 -3.989 1.1 -0.1 -0.1 -0.213
C -2.347 -1.533 2.131 -0.4 -0.4 0.2 -0.164
C -0.823 -0.361 -3.718 -1.4 0.0 0.2 -0.190
C -2.161 3.517 0.950 -0.3 -0.3 0.0 -1.284
C 1.080 4.610 -1.037 -0.2 0.4 0.2 -1.021
C 3.494 -2.519 -1.594 -1.0 0.9 0.5 0.630
C -0.059 0.809 -3.737 -0.6 1.3 0.2 -0.121
H 0.013 4.866 -1.091 0.3 0.0 0.1 0.305
H 1.676 -2.653 -4.060 -0.1 0.2 -0.1 0.557
H 4.571 -4.198 -2.144 0.1 0.0 0.0 0.364
H 0.617 1.807 5.566 0.0 -0.1 0.0 0.451
H -1.816 3.718 -0.066 0.0 0.1 0.1 0.210
H 1.929 1.643 -3.910 -0.2 -0.2 -0.1 0.501
H 5.330 -3.201 -0.860 -0.1 0.0 -0.1 0.374
H -4.770 -2.234 -0.836 0.1 -0.2 0.0 0.338
H -2.422 4.461 1.434 0.1 -0.1 0.0 0.410
H -2.214 -2.555 3.991 -0.1 0.1 -0.2 0.460
H -4.330 -3.428 -2.092 0.1 0.0 0.2 0.396
H -0.664 -1.930 3.436 -0.3 0.0 0.2 0.237
H -0.281 3.472 2.011 -0.2 -0.5 -0.2 0.337
H 1.929 0.814 3.710 -0.2 -0.1 -0.1 0.334
H 0.831 2.081 3.128 0.0 -0.5 0.0 0.172
H -1.906 -0.305 -3.594 0.2 0.0 -0.1 0.499
H -1.909 -0.821 4.116 0.2 -0.2 -0.1 0.254
H -4.100 -3.827 -0.365 0.0 0.1 -0.2 0.359
H -3.412 -1.292 2.213 0.3 0.2 -0.1 0.398
H -1.526 2.356 2.666 0.3 0.1 -0.5 0.129
H -0.545 1.783 -3.629 0.1 -0.2 -0.1 0.528
H -2.276 -2.452 1.545 0.2 0.1 -0.1 0.167
H 0.235 0.091 5.399 0.0 0.1 -0.1 0.361
H 1.494 4.952 -0.078 -0.1 0.0 -0.2 0.328
H -0.901 1.325 4.807 0.2 0.0 0.0 0.256
H 3.044 -0.563 -4.086 -0.3 0.1 -0.1 0.528
H -0.788 -2.519 -3.843 0.0 0.2 -0.1 0.481
H -3.070 2.912 0.904 0.0 0.1 -0.1 0.349
H 1.611 5.115 -1.854 0.0 -0.1 0.2 0.401
H 5.314 -2.619 -2.560 0.0 -0.2 0.2 0.339
```
Positions in Å, forces in eV/Å.

Properties
E_HOMO (alpha / beta): -19.502 / -21.379 eV
Net charge: +4
⟨S²⟩: 6.010
Multiplicity: 5
LUMO (alpha / beta): -13.78 / -18.14 eV

[5]
Density functional theory data (ωB97M-V/def2-TZVPD) for the molecule C4H11NS in a non-equilibrium geometry.

```
17
Properties=species:S:1:pos:R:3:forces:R:3:mulliken_charge:R:1
S 0.885 -0.290 1.002 0.3 -2.2 1.3 -0.103
N 0.470 -0.168 -1.754 0.1 -0.7 0.2 -0.360
C 1.399 0.021 -0.646 0.3 0.5 -1.2 -0.660
C -1.505 0.783 1.991 0.6 -0.1 0.1 -1.066
C 0.206 -1.602 -1.999 0.1 0.1 0.6 -0.817
C -0.093 1.074 1.435 -1.7 1.9 0.1 -0.414
H 0.407 1.747 2.134 0.2 -0.1 -0.1 0.353
H 2.195 -0.703 -0.809 0.3 0.1 0.1 0.375
H -0.429 0.217 -1.528 -0.2 0.7 0.1 0.254
H -1.990 1.736 2.205 -0.1 0.0 -0.2 0.331
H -0.576 -2.012 -1.352 -0.1 0.1 -0.1 0.278
H -2.057 0.215 1.249 -0.3 0.0 0.1 0.301
H -0.066 -1.766 -3.036 0.1 -0.1 -0.1 0.285
H 1.850 1.016 -0.640 -0.1 0.0 -0.4 0.351
H -1.500 0.244 2.938 0.2 -0.2 -0.1 0.301
H -0.289 1.655 0.525 0.3 0.1 0.1 0.273
H 1.094 -2.166 -1.714 0.1 -0.1 -0.5 0.317
```
Positions in Å, forces in eV/Å.

Properties
SMILES string: CCSCNC
E_HOMO: -8.536 eV
ΔE to the lowest compared entry with this formula, charge and spin: 0.715 eV
LUMO: 1.02 eV